Below is a structure of composition C24H34AsF6MoN4O7S4 in a non-equilibrium geometry, with properties calculated with ωB97M-V with the def2-TZVPD basis set.

```
81
C24H34AsF6MoN4O7S4 (ωB97M-V with the def2-TZVPD basis set)
Mo 0.82028 0.15719 0.54601
C -1.46459 4.61337 2.16911
C -1.00205 3.41260 1.37897
S 0.05369 2.29234 2.16504
C -1.38722 3.15466 0.12167
C -2.33571 3.98472 -0.69426
S -0.78617 1.73904 -0.69648
H -1.02516 4.58937 3.16444
H -2.55276 4.62255 2.28023
H -1.17307 5.55347 1.69141
H -2.67513 4.85036 -0.12265
H -3.21524 3.40551 -0.98824
H -1.86607 4.34687 -1.61281
F 5.59184 -2.24551 3.99476
C 4.95577 -1.82849 2.89778
F 5.50930 -2.42076 1.83589
F 5.13282 -0.50634 2.78569
S 3.16045 -2.23166 2.97156
O 2.63573 -1.71075 1.73262
O 3.13410 -3.64751 3.18159
N 2.70335 -1.48006 4.26380
S 1.79560 -0.21042 4.31539
O 0.91662 -0.25161 5.44317
O 1.20770 0.12032 3.03336
C 2.97876 1.11449 4.89280
F 2.30281 2.07004 5.52015
F 3.83006 0.55707 5.76226
F 3.69958 1.67370 3.92077
C -4.59566 -0.48632 2.59605
N -3.39586 -1.20561 2.20082
C -3.29286 -2.54062 2.31052
C -2.17242 -3.17559 1.92564
C -1.10242 -2.37472 1.40368
N -1.16911 -1.03580 1.31918
C -2.33713 -0.39426 1.69444
O -2.55656 0.78747 1.63187
N -0.00720 -3.01798 1.00030
H -5.31983 -1.21158 2.96354
H -5.00731 0.05589 1.74708
H -4.36234 0.23690 3.37481
H -4.15494 -3.05711 2.71243
H -2.07033 -4.24679 1.99242
H 0.03320 -4.01457 1.10205
H 0.74801 -2.51120 0.52894
C -0.37583 0.47915 -4.64361
As 0.23014 -0.16556 -2.87004
C 1.32085 -1.62519 -3.59713
C -1.45996 -1.12612 -2.43880
C -1.99881 -2.08613 -3.44512
C -1.41880 -3.34200 -3.64109
C -1.92860 -4.23210 -4.57325
C -3.03773 -3.89159 -5.33704
C -3.63267 -2.65260 -5.14802
C -3.12016 -1.76670 -4.21105
H -0.75343 -0.33640 -5.26357
H 0.46897 0.94826 -5.15065
H -1.16133 1.22514 -4.51407
H 0.82872 -2.12463 -4.43245
H 1.56214 -2.33345 -2.80658
H 2.24696 -1.17715 -3.96232
H -2.16181 -0.30726 -2.27598
H -1.29602 -1.61555 -1.47705
H -0.56235 -3.62100 -3.03911
H -1.45777 -5.19922 -4.70329
H -3.43544 -4.58607 -6.06632
H -4.50235 -2.37349 -5.73078
H -3.58992 -0.79990 -4.06831
C 3.02345 3.55024 -0.94013
C 2.85748 3.55405 0.57499
C 3.21800 2.12891 0.91226
O 2.76901 1.27314 -0.19412
C 2.50845 2.17895 -1.32274
H 4.08390 3.64153 -1.19291
H 2.47771 4.34065 -1.45380
H 1.82803 3.75394 0.87324
H 3.51782 4.26490 1.07175
H 2.76516 1.74762 1.81975
H 4.30543 2.01075 0.95897
H 1.43617 2.18920 -1.50011
H 2.99940 1.76453 -2.20393
O 1.26268 -1.22154 -0.46545
```

Output
Total charge: -1
2S+1: 3
⟨S²⟩: 2.027
E_HOMO (spin up / spin down) (eV): -3.60 / -3.73

Löwdin population analysis, charges in e, atoms 1 to 4: Mo 1.35; C -0.14; C -0.80; S 0.65